(1)
Formula: C6H12O
Source: the Open Molecules 2025 dataset
Level of theory: ωB97M-V with the def2-TZVPD basis set

Calculated values
energy relative to the best compared isomer or geometry (same formula, charge and spin)	36.21	kJ/mol
electronic energy	-8463.979	eV
highest occupied orbital energy	-9.5	eV
lowest unoccupied orbital energy	1.12	eV

The geometry in ORCA input format:
```
! RIJCOSX wB97M-V def2-TZVPD def2/J DEFGRID3
* xyz 0 1
C -1.4037 1.4289 -0.0059
C -1.0628 -0.0528 -0.0336
O -1.0938 -0.5296 1.3137
C 0.0420 -1.3349 1.5666
C 1.1310 -0.7832 0.6568
C 0.3343 -0.4323 -0.6048
C 1.0074 0.6132 -1.4891
H -0.6351 2.0062 0.5193
H -1.5178 1.8297 -1.0193
H -2.3495 1.5672 0.5266
H -1.8411 -0.5767 -0.6086
H 0.2742 -1.2613 2.6331
H -0.1653 -2.3920 1.3323
H 1.5677 0.1242 1.0942
H 1.9387 -1.4977 0.4638
H 0.2084 -1.3519 -1.1928
H 1.9700 0.2391 -1.8566
H 0.3939 0.8656 -2.3618
H 1.2015 1.5381 -0.9338
*
```

Atom-resolved charges from Löwdin, all expressed in e: C -0.05; C -0.35; O -0.11; C -0.20; C -0.14; C -0.32; C -0.08; H 0.08; H 0.08; H 0.08; H 0.14; H 0.12; H 0.12; H 0.12; H 0.12; H 0.14; H 0.08; H 0.08; H 0.08

=====

(2)
Formula: C3H5N5
Source: the Open Molecules 2025 dataset
Level of theory: ωB97M-V with the def2-TZVPD basis set

Calculated values
energy relative to the best compared isomer or geometry (same formula, charge and spin)	386.17	kJ/mol
electronic energy	-10638.872	eV
highest occupied orbital energy	-8.8	eV
lowest unoccupied orbital energy	0.21	eV

The geometry in ORCA input format:
```
! RIJCOSX wB97M-V def2-TZVPD def2/J DEFGRID3
* xyz 0 1
H -0.6185 -1.5475 -2.1601
N 0.3383 -1.2676 -1.8975
C 0.4809 -0.5618 -0.8640
C 1.7346 0.1548 -0.4585
N 1.6976 0.6482 0.7602
N 0.3564 0.5441 1.1772
N -0.3539 -0.2636 0.2205
N -1.6832 -0.1182 0.0526
C -2.2260 0.7760 0.7832
H 2.6395 0.2518 -1.0186
H 0.4155 0.0190 2.0627
H -1.5292 1.3040 1.4344
H -3.3310 0.9581 0.7263
*
```

Atom-resolved charges from Löwdin, all expressed in e: H 0.06; N 0.13; C -0.40; C -0.05; N 0.06; N -0.04; N -0.13; N 0.02; C -0.03; H 0.10; H 0.14; H 0.05; H 0.08

=====

(3)
Formula: CHF2P
Source: the Open Molecules 2025 dataset
Level of theory: ωB97M-V with the def2-TZVPD basis set

Calculated values
energy relative to the best compared isomer or geometry (same formula, charge and spin)	370.15	kJ/mol
electronic energy	-15771.325	eV
highest occupied orbital energy	-10.9	eV
lowest unoccupied orbital energy	-2.90	eV

The geometry in ORCA input format:
```
! RIJCOSX wB97M-V def2-TZVPD def2/J DEFGRID3
* xyz 0 1
C 0.0070 -0.5949 0.0293
F -1.4088 -0.4389 0.0288
F 0.1726 1.8288 -0.1166
P 1.3675 -1.3654 -0.0560
H -0.1382 0.5704 0.1146
*
```

Atom-resolved charges from Löwdin, all expressed in e: C -0.64; F -0.02; F -0.36; P 1.00; H 0.02

=====

(4)
Formula: C19H52BO13P3Tl
Source: the Open Molecules 2025 dataset
Level of theory: ωB97M-V with the def2-TZVPD basis set

Calculated values
energy relative to the best compared isomer or geometry (same formula, charge and spin)	45.36	kJ/mol
electronic energy	-80394.927	eV
highest occupied orbital energy	-12.2	eV
lowest unoccupied orbital energy	-7.86	eV

The geometry in ORCA input format:
```
! RIJCOSX wB97M-V def2-TZVPD def2/J DEFGRID3
* xyz 1 1
Tl -8.7152 11.8771 -2.2650
C -5.8354 9.1251 -1.5148
O -6.6936 9.7896 -2.3651
H -6.3149 8.2942 -0.9909
H -5.0478 8.7023 -2.1539
H -5.4989 9.8536 -0.7677
B -10.1736 13.0647 -4.5354
H -9.6636 14.0582 -4.3021
H -10.8133 12.7320 -3.6281
H -10.8778 13.2182 -5.4318
H -9.4777 12.1722 -4.7747
C -9.2918 11.8675 4.6027
C -8.2644 12.2097 3.4929
O -8.6429 13.3842 2.7924
P -9.6912 13.3924 1.6121
O -9.4337 12.6090 0.3877
O -11.0618 12.9603 2.3480
C -12.1914 12.6582 1.5057
C -12.4837 11.1761 1.7308
O -9.9683 14.9275 1.3326
C -10.2159 15.8632 2.3870
C -10.1218 17.2359 1.7530
H -9.3302 12.6991 5.3068
H -10.2853 11.6789 4.2050
H -8.9887 11.0062 5.1986
H -7.3353 12.3760 4.0392
H -8.0206 11.3538 2.8613
H -13.1331 13.1230 1.8034
H -12.0597 12.8778 0.4476
H -12.6249 10.9176 2.7779
H -13.3142 10.7989 1.1322
H -11.6286 10.6159 1.3414
H -11.2149 15.7165 2.8006
H -9.4774 15.8264 3.1874
H -10.9467 17.5908 1.1381
H -10.1365 17.9628 2.5712
H -9.1368 17.2872 1.2904
C -4.1289 17.1512 -3.7490
C -5.5650 17.3009 -3.2509
O -5.9829 15.9950 -2.7785
P -7.4468 15.8333 -2.1461
O -7.8794 14.4637 -1.8269
O -7.2857 16.8011 -0.8801
C -6.6638 16.3605 0.3062
C -6.2119 17.5123 1.1592
O -8.3585 16.6652 -3.1444
C -9.3145 17.6186 -2.6954
C -9.0603 18.9398 -3.3799
H -3.9969 16.3057 -4.4254
H -3.7931 18.0510 -4.2612
H -3.4642 16.8852 -2.9266
H -5.6171 18.0194 -2.4293
H -6.2892 17.7015 -3.9595
H -7.1896 15.5902 0.8718
H -5.6748 15.9418 0.0807
H -5.5437 17.2169 1.9675
H -5.7684 18.2908 0.5379
H -7.0128 18.0205 1.7068
H -10.3163 17.3135 -3.0050
H -9.3225 17.7519 -1.6141
H -8.0818 19.3354 -3.1038
H -9.1252 18.7927 -4.4576
H -9.8068 19.6690 -3.0648
C -7.2464 7.6058 -6.6558
C -7.7961 8.1317 -5.3272
O -9.1949 7.8124 -5.2767
P -9.8966 7.9548 -3.8233
O -9.7670 9.3065 -3.2663
O -9.1497 6.8361 -2.9666
C -9.4389 6.6013 -1.5944
C -9.2468 5.1276 -1.3209
O -11.3825 7.4031 -3.9887
C -11.6613 6.1315 -4.5909
C -13.1768 5.9579 -4.6634
H -7.5928 8.2641 -7.4496
H -6.1657 7.5157 -6.5776
H -7.7256 6.6346 -6.7772
H -7.2817 7.7149 -4.4574
H -7.6488 9.2082 -5.2105
H -8.6946 7.1336 -0.9984
H -10.4569 6.9041 -1.3420
H -9.1910 4.9834 -0.2411
H -9.9457 4.4960 -1.8626
H -8.2181 4.9095 -1.6189
H -11.2213 6.2710 -5.5818
H -11.0690 5.3823 -4.0620
H -13.4924 4.9739 -5.0144
H -13.6743 6.1253 -3.7104
H -13.5457 6.5996 -5.4634
*
```

Atom-resolved charges from Löwdin, all expressed in e: Tl 1.31; C -0.17; O -0.18; H 0.07; H 0.13; H 0.11; B -0.34; H -0.05; H -0.04; H 0.04; H -0.05; C -0.06; C -0.24; O -0.16; P 0.43; O -0.31; O -0.19; C -0.25; C -0.07; O -0.17; C -0.25; C -0.06; H 0.08; H 0.06; H 0.08; H 0.12; H 0.12; H 0.12; H 0.12; H 0.08; H 0.08; H 0.07; H 0.13; H 0.12; H 0.08; H 0.09; H 0.05; C -0.06; C -0.24; O -0.17; P 0.45; O -0.31; O -0.18; C -0.29; C -0.07; O -0.16; C -0.26; C -0.06; H 0.08; H 0.08; H 0.08; H 0.11; H 0.11; H 0.11; H 0.12; H 0.09; H 0.09; H 0.07; H 0.13; H 0.11; H 0.08; H 0.09; H 0.09; C -0.05; C -0.28; O -0.17; P 0.43; O -0.30; O -0.19; C -0.27; C -0.06; O -0.18; C -0.24; C -0.05; H 0.08; H 0.08; H 0.08; H 0.10; H 0.11; H 0.11; H 0.12; H 0.08; H 0.08; H 0.08; H 0.12; H 0.11; H 0.08; H 0.08; H 0.08

=====

(5)
Formula: C10H8N4
Source: the Open Molecules 2025 dataset
Level of theory: ωB97M-V with the def2-TZVPD basis set

Calculated values
energy relative to the best compared isomer or geometry (same formula, charge and spin)	117.89	kJ/mol
electronic energy	-16458.012	eV
highest occupied orbital energy	-8.1	eV
lowest unoccupied orbital energy	-0.21	eV

The geometry in ORCA input format:
```
! RIJCOSX wB97M-V def2-TZVPD def2/J DEFGRID3
* xyz 0 1
C -2.2880 -0.5179 1.9576
C -0.8129 -0.8960 1.8156
C -0.2118 -2.0435 2.3185
N 1.1055 -2.3935 2.0120
N 1.8314 -1.6590 1.2051
C 1.2798 -0.4839 0.7153
C 1.8054 0.4908 -0.0417
C 3.0560 0.5508 -0.6375
C 3.3484 1.6698 -1.4430
C 2.4279 2.7269 -1.5067
C 1.1507 2.6249 -0.8959
C 0.8492 1.4982 -0.1921
N -0.2493 1.1404 0.4340
N -0.0244 -0.0847 1.0217
H -2.6782 -0.1661 1.0040
H -2.8419 -1.4160 2.2997
H -2.3791 0.2355 2.7012
H -0.7658 -2.6809 3.0233
H 3.7654 -0.2609 -0.5115
H 4.3087 1.7277 -1.9545
H 2.7063 3.6214 -2.0444
H 0.4313 3.4189 -0.9829
*
```

Atom-resolved charges from Löwdin, all expressed in e: C -0.01; C -0.19; C -0.06; N 0.01; N 0.10; C -0.18; C -0.17; C 0.00; C -0.08; C -0.06; C -0.01; C -0.29; N 0.15; N 0.02; H 0.08; H 0.09; H 0.07; H 0.11; H 0.12; H 0.10; H 0.10; H 0.11

=====

(6)
Formula: C8H16N2O4Si
Source: the Open Molecules 2025 dataset
Level of theory: ωB97M-V with the def2-TZVPD basis set

Calculated values
energy relative to the best compared isomer or geometry (same formula, charge and spin)	448.50	kJ/mol
electronic energy	-27593.448	eV
highest occupied orbital energy (spin up / spin down)	-9.3 / -9.4	eV
lowest unoccupied orbital energy (spin up / spin down)	-1.25 / -1.93	eV

The geometry in ORCA input format:
```
! RIJCOSX wB97M-V def2-TZVPD def2/J DEFGRID3
* xyz 0 1
C -0.3400 -1.8692 -0.3165
C 0.5973 0.7338 0.7971
C -0.0878 0.4260 -1.5588
C -0.3433 1.2351 -0.2943
C 1.2842 0.3655 -2.1192
C -1.7801 1.3911 0.1842
C -0.8998 -1.3022 2.6472
C 2.0141 -1.9542 1.5810
N -1.1343 0.1417 -2.4447
N 0.2173 2.5817 -0.6462
O -2.2906 0.3260 -2.1668
O -0.7915 -0.4115 -3.5277
O 1.4171 2.6918 -0.8996
O -0.5405 3.5504 -0.6242
Si 0.3497 -1.1814 1.2480
H -1.4600 -1.7872 -0.7284
H 0.1821 -2.5703 -0.9858
H 1.5833 1.0513 0.3553
H 0.3257 1.3690 1.6931
H 1.5350 1.4748 -2.2080
H 1.2536 0.1163 -3.2208
H 1.8319 -0.3754 -1.4326
H -2.5017 1.6300 -0.6576
H -1.8944 2.2170 0.9600
H -1.9088 0.3601 0.7397
H -0.6773 -2.0395 3.3388
H -1.1018 -0.3957 3.1506
H -1.8356 -1.3751 2.1915
H 2.9709 -1.4260 1.7677
H 1.8227 -2.3987 2.5780
H 2.2025 -2.5753 0.5990
*
```

Atom-resolved charges from Löwdin, all expressed in e: C -0.02; C -0.16; C -0.16; C -0.45; C -0.02; C -0.02; C -0.15; C -0.19; N -0.36; N -0.32; O 0.05; O 0.03; O 0.02; O 0.09; Si 0.52; H 0.08; H 0.03; H 0.09; H 0.11; H 0.10; H 0.11; H 0.12; H 0.10; H 0.11; H 0.10; H 0.01; H 0.03; H 0.01; H 0.04; H 0.03; H 0.07